This record from the Open Molecules 2025 dataset describes a single C14H20N2O4 molecule. The level of theory is ωB97M-V/def2-TZVPD.

Results
Max |F| (hartree/bohr): 0.0261
Gap between HOMO and LUMO (Eh): 0.2932
ΔE to the lowest compared entry with this formula, charge and spin (kJ/mol): 415.0
SMILES: CCC(CC)NCCOC(=O)c1ccc([N+](=O)[O-])cc1
E_tot (eV): -26010.3596
Highest occupied orbital energy (eV): -8.838

Geometry as XYZ:
```
40
C14H20N2O4 ωB97M-V/def2-TZVPD
C 2.05 -1.31 2.74
C 1.71 -1.59 1.28
C 1.52 -3.09 1.00
C 2.80 -3.93 1.17
C 4.06 -3.43 0.47
N 0.82 -3.27 -0.26
C 1.43 -2.83 -1.50
C 0.34 -2.30 -2.44
O -0.38 -1.23 -1.83
C 0.24 -0.06 -1.72
O 1.32 0.19 -2.19
C -0.56 0.93 -0.95
C -0.16 2.26 -0.96
C -0.86 3.21 -0.24
C -1.98 2.80 0.49
N -2.72 3.79 1.24
O -3.68 3.40 1.88
O -2.35 4.94 1.19
C -2.39 1.47 0.51
C -1.68 0.54 -0.21
H 2.11 -0.23 2.90
H 3.01 -1.74 3.01
H 1.29 -1.72 3.39
H 2.49 -1.17 0.64
H 0.78 -1.09 1.02
H 0.81 -3.46 1.75
H 3.01 -4.02 2.24
H 2.58 -4.94 0.80
H 3.94 -3.37 -0.60
H 4.35 -2.45 0.85
H 4.89 -4.11 0.68
H 0.49 -4.22 -0.35
H 1.98 -3.62 -2.03
H 2.12 -2.01 -1.29
H -0.41 -3.06 -2.65
H 0.80 -1.94 -3.37
H 0.71 2.53 -1.53
H -0.57 4.25 -0.23
H -3.25 1.20 1.10
H -1.97 -0.50 -0.20
```